# 1
ORCA calculation (ωB97M-V with the def2-TZVPD basis set) on a gas-phase ion, C3H8N5 (charge +1) in a non-equilibrium geometry.

```
16
Properties=species:S:1:pos:R:3:forces:R:3:mulliken_charge:R:1
C -0.6658 -0.2624 0.4702 3.78 0.47 3.15 0.796
C 0.7818 0.2296 -1.9682 -3.52 -2.54 1.71 0.345
C -1.6158 -0.4843 1.6075 0.51 1.70 -2.41 -1.245
N -0.2508 -0.3558 -1.7724 -0.48 -0.24 -0.42 -0.252
N -1.0848 -0.5808 -0.7725 -0.72 -0.54 -2.13 0.057
N 0.5783 0.1021 0.5608 -1.41 -0.45 -1.28 -0.218
N 1.6403 0.7726 -2.6863 1.00 2.70 -1.24 -0.285
N 1.1909 0.4646 1.6958 -1.33 0.47 0.74 -0.621
H -1.3441 -1.3308 2.1669 -0.12 -1.19 0.76 0.322
H -1.5128 0.4295 2.1519 -0.42 0.43 0.95 0.392
H -2.5518 -0.4615 1.0687 -0.87 -0.50 0.88 0.359
H -1.8684 -1.2584 -0.8773 1.18 0.85 -0.52 0.297
H 2.5201 0.2888 -2.8670 -0.06 0.74 -0.21 0.299
H 1.3228 1.7267 -3.0454 1.51 -1.61 0.24 0.324
H 2.1734 0.3310 1.6892 0.51 -0.07 0.07 0.228
H 0.6868 0.3892 2.5784 0.44 -0.21 -0.30 0.204
```
Positions in Å, forces in eV/Å.

Output
**Total charge**: +1
**SMILES**: C/C(=N\N)NN=C=[NH2+]
**Relative energy (zero: lowest compared OMol25 entry of this formula, charge and spin)**: 75.82 kcal per mole



# 2
ORCA calculation (ωB97M-V with the def2-TZVPD basis set) on a molecular structure, C25H45BN8OSSiW.

```
83
Properties=species:S:1:pos:R:3:forces:R:3:mulliken_charge:R:1
W -0.4140 -0.0299 -0.1036 0.32 -0.31 -0.31 1.403
C -2.2154 -1.6902 2.7065 0.09 -0.20 0.01 -1.601
C -1.0136 -0.8516 2.9933 0.07 -0.14 0.00 0.564
C -0.5543 -0.4929 4.2512 -0.10 0.09 0.01 -1.557
C 0.4906 0.3969 4.0414 -0.02 0.04 0.00 0.925
C 1.3127 1.1305 5.0445 0.01 -0.01 0.00 -1.382
N 0.6503 0.5328 2.7206 0.18 -0.14 -0.01 0.863
N -0.2387 -0.2658 2.0514 -0.25 0.22 0.23 0.435
B 1.5820 1.4781 1.9325 0.02 -0.01 0.01 -1.326
N 0.7164 2.4824 1.1318 -0.04 -0.03 -0.01 0.517
N -0.2165 2.0482 0.2258 0.03 0.01 0.05 0.224
C -0.7889 3.1421 -0.3168 0.01 0.04 0.01 0.778
C -1.8370 3.0989 -1.3780 0.02 0.00 -0.01 -1.244
C -0.2170 4.2739 0.2448 -0.03 0.01 0.01 -1.567
C 0.7293 3.8225 1.1537 0.01 0.00 0.00 0.973
C 1.6328 4.6175 2.0322 0.00 0.00 0.00 -1.339
N 2.3944 0.6220 0.9546 0.03 -0.12 0.11 0.535
N 1.7576 -0.1571 0.0310 -0.03 0.19 -0.10 0.433
C 2.7137 -0.7824 -0.6763 0.01 -0.09 -0.02 0.566
C 2.4511 -1.6612 -1.8511 0.04 -0.02 0.08 -0.948
C 3.9609 -0.4394 -0.1669 0.01 0.04 -0.04 -2.000
C 3.7220 0.4589 0.8593 0.00 0.04 -0.01 1.062
C 4.6976 1.1698 1.7333 0.00 -0.01 0.00 -1.426
H -3.0936 -1.2283 3.1605 0.03 0.00 0.00 0.369
H -2.4056 -1.7988 1.6436 0.07 -0.10 0.00 0.114
H -2.1086 -2.6804 3.1488 0.00 -0.02 0.00 0.472
H -0.9565 -0.8043 5.2008 0.01 0.00 -0.01 0.573
H 1.0176 0.8325 6.0474 0.00 0.00 0.00 0.406
H 2.3736 0.9167 4.9181 0.00 0.00 0.00 0.271
H 1.1758 2.2081 4.9529 0.00 -0.01 0.00 0.256
H 2.2983 2.0638 2.6765 -0.01 0.00 -0.01 -0.017
H -2.4966 2.2390 -1.2794 -0.01 0.00 0.02 0.118
H -2.4470 3.9986 -1.3244 0.02 0.01 -0.01 0.452
H -1.3807 3.0687 -2.3698 0.00 -0.02 0.00 0.223
H -0.4599 5.2991 0.0221 0.00 -0.01 0.00 0.566
H 1.4709 5.6778 1.8557 0.00 0.00 0.00 0.391
H 1.4433 4.4124 3.0858 0.00 0.00 0.00 0.254
H 2.6796 4.3919 1.8299 0.00 0.00 0.00 0.269
H 1.4033 -1.9397 -1.9228 0.03 -0.03 0.03 -0.367
H 2.7326 -1.1422 -2.7681 -0.01 -0.01 0.08 0.358
H 3.0697 -2.5587 -1.7972 0.00 -0.02 0.01 0.483
H 4.9203 -0.7775 -0.5209 -0.01 0.00 0.01 0.582
H 5.7101 0.9131 1.4324 0.00 0.00 0.00 0.392
H 4.5817 2.2508 1.6578 0.00 -0.01 0.00 0.269
H 4.5702 0.8909 2.7795 0.00 0.00 0.00 0.267
C 1.2659 -0.4923 -4.8384 0.00 -0.02 -0.04 -1.239
Si -0.3265 -0.6576 -3.8789 -0.08 0.01 0.04 -0.004
C -1.6628 0.3625 -4.6990 0.01 -0.02 -0.03 -1.098
C -0.8469 -2.4514 -3.7637 0.00 -0.01 -0.01 -0.770
C -0.1054 0.1332 -2.1553 -0.14 -0.05 0.41 -0.371
H 1.0253 -0.4087 -5.9008 0.01 0.00 0.00 0.406
H 1.9176 -1.3600 -4.7269 -0.03 0.02 -0.02 0.365
H 1.8304 0.4014 -4.5646 -0.01 0.00 -0.01 0.409
H -1.8650 -0.0158 -5.7039 -0.01 0.01 0.01 0.407
H -1.3523 1.4050 -4.8013 -0.01 -0.01 0.00 0.329
H -2.6057 0.3445 -4.1465 0.01 0.00 0.00 0.266
H -0.7629 -2.9214 -4.7465 0.00 0.02 0.00 0.567
H -1.8842 -2.5639 -3.4447 0.00 -0.01 0.01 0.300
H -0.2131 -3.0132 -3.0757 -0.01 0.00 -0.03 0.041
H -1.1588 0.4902 -1.8401 -0.17 0.17 -0.31 -0.416
H 0.4763 1.0539 -2.3046 0.03 -0.02 -0.05 0.731
C -3.5776 -1.3739 -1.3813 -0.03 0.00 0.00 -0.555
C -3.5990 -0.3873 -0.2727 0.00 0.06 -0.03 -0.013
N -2.5456 0.1979 0.2928 -0.03 0.08 -0.11 1.210
C -3.0327 1.0698 1.2614 0.00 0.03 -0.06 -0.485
C -4.3815 1.0032 1.2694 -0.01 -0.01 0.00 -0.873
N -4.7165 0.0847 0.2979 -0.01 -0.01 0.04 0.032
H -2.5978 -1.8407 -1.4429 0.02 -0.01 0.00 -0.560
H -3.7959 -0.8877 -2.3345 0.01 0.00 0.00 0.323
H -4.3242 -2.1521 -1.2226 0.00 0.01 0.00 0.611
H -2.3755 1.6669 1.8689 0.00 0.00 -0.01 0.421
H -5.1191 1.5109 1.8651 0.00 0.00 -0.01 0.458
H -5.6529 -0.1915 0.0463 0.00 0.00 0.00 0.240
C 0.1979 -4.6725 -0.7356 0.01 -0.01 0.02 -0.964
S -0.2358 -3.4816 0.5147 -0.09 0.09 0.12 0.481
C 1.3545 -3.2880 1.3034 -0.03 0.03 0.00 -0.519
O -0.5099 -2.2015 -0.2963 0.04 0.24 -0.03 -1.187
H 1.0289 -4.2983 -1.3307 0.00 0.00 0.00 0.233
H -0.6829 -4.8389 -1.3524 0.00 0.00 0.00 0.399
H 0.4678 -5.5982 -0.2261 0.00 0.00 0.00 0.494
H 1.5414 -4.2024 1.8681 -0.01 0.00 -0.01 0.609
H 1.2747 -2.4440 1.9871 0.01 -0.02 0.00 -0.017
H 2.1350 -3.1186 0.5667 0.03 0.02 -0.04 0.150
```
Positions in Å, forces in eV/Å.

Output
**Total charge**: +2
**Relative energy (zero: lowest compared OMol25 entry of this formula, charge and spin)**: 1.40 kcal per mole
**2S+1**: 3
**Expectation value of S²**: 2.0232



# 3
ORCA calculation (ωB97M-V with the def2-TZVPD basis set) on 2 unconnected molecules or ions with the total composition C4H10N2 in a non-equilibrium geometry.

```
16
Properties=species:S:1:pos:R:3:forces:R:3:mulliken_charge:R:1
C -1.2954 -0.6903 -0.0869 -0.96 -0.01 -0.14 -0.054
C -2.4821 0.2183 0.0425 0.28 -0.11 -0.07 -0.900
C 1.4425 1.5578 -0.1180 0.09 -0.15 -0.23 -0.610
C 1.5649 -1.5599 0.1066 -2.22 1.06 -0.67 -0.815
N 0.1746 1.0168 0.2127 -0.95 0.85 0.72 -0.718
N -0.1257 -0.1664 -0.0510 3.10 -1.40 0.21 0.285
H -1.4103 -1.7545 -0.1464 0.26 -0.23 0.06 0.316
H -2.4382 0.7078 1.0189 -0.06 0.08 0.03 0.254
H -3.4169 -0.3252 -0.0454 -0.06 -0.09 -0.04 0.316
H -2.4457 1.0117 -0.7048 -0.03 0.04 -0.02 0.267
H 2.2059 0.7716 -0.0671 0.13 0.00 -0.02 0.214
H 1.4573 1.9952 -1.1226 0.14 0.00 -0.04 0.233
H 1.6810 2.3375 0.6059 0.05 0.00 -0.09 0.249
H 0.9829 -2.4412 -0.0859 -0.10 -0.26 0.05 0.306
H 1.8590 -1.3872 1.1188 0.14 0.12 0.39 0.321
H 2.2462 -1.2918 -0.6770 0.19 0.11 -0.13 0.335
```
Positions in Å, forces in eV/Å.

Output
**Relative energy (zero: lowest compared OMol25 entry of this formula, charge and spin)**: 113.38 kcal per mole